(1)
Molecular formula: C4H13N2O
Method: DFT, ωB97M-V/def2-TZVPD

Each atom is followed by the atoms it is bonded to, with distances in Å.
CARTESIAN COORDINATES (ANGSTROEM)
1 C 0.606 -1.230 1.692  C3 1.524, H8 1.133, H9 1.138, H10 1.018
2 C -0.853 -0.428 -1.738  C4 1.548, H11 1.101, H12 1.173, H13 1.030
3 C -0.548 -0.333 1.257  C1 1.524, O7 1.348, H14 1.153
4 C 0.105 0.271 -0.743  C2 1.548, N5 1.411, N6 1.470
5 N 1.410 -0.165 -1.058  C4 1.411, H15 0.989, H16 0.995
6 N -0.317 1.674 -0.623  C4 1.470, H17 1.055, H18 1.097, H19 1.047
7 O -0.793 0.921 1.687  C3 1.348, H20 0.956
8 H 1.041 -1.921 0.908  C1 1.133
9 H 0.320 -1.851 2.603  C1 1.138
10 H 1.255 -0.613 2.177  C1 1.018
11 H -1.730 0.237 -1.714  C2 1.101
12 H -1.108 -1.549 -1.499  C2 1.173
13 H -0.360 -0.300 -2.633  C2 1.030
14 H -1.582 -0.833 1.150  C3 1.153
15 H 1.579 -0.974 -1.601  N5 0.989
16 H 1.978 -0.084 -0.246  N5 0.995
17 H 0.485 2.345 -0.479  N6 1.055
18 H -0.894 1.685 0.309  N6 1.097
19 H -0.647 2.045 -1.546  N6 1.047
20 H 0.053 1.100 2.095  O7 0.956

The value obtained for the LUMO energy is -3.36 eV. The net charge is +1. For the HOMO energy, the calculation gives -12.36 eV. The value obtained for the gap between HOMO and LUMO is 9.0096 eV. The value obtained for the calculated total energy is -9376.8442 eV. As for the energy relative to the best compared isomer or geometry (same formula, charge and spin): 457.3 kJ/mol.

(2)
Molecular formula: C4H13N2O
Method: DFT, ωB97M-V/def2-TZVPD

Each atom is followed by the atoms it is bonded to, with distances in Å.
CARTESIAN COORDINATES (ANGSTROEM)
1 C -2.083 -0.670 -1.335  C2 1.523, H7 1.094, H8 1.089, H9 1.086
2 C -0.605 -0.304 -1.364  C1 1.523, C3 1.504, H10 1.099, H11 1.085
3 C -0.147 0.385 -0.108  C2 1.504, C4 1.331, N6 1.483
4 C 0.107 1.685 0.032  C3 1.331, N5 1.360, H12 1.079
5 N 0.453 2.389 1.142  C4 1.360, H13 1.006, H14 1.003
6 N -0.041 -0.544 1.044  C3 1.483, H15 1.023, H16 1.034, H17 1.019
7 H -2.664 0.254 -1.408  C1 1.094
8 H -2.407 -1.125 -0.400  C1 1.089
9 H -2.427 -1.298 -2.152  C1 1.086
10 H 0.015 -1.202 -1.494  C2 1.099
11 H -0.354 0.360 -2.184  C2 1.085
12 H 0.079 2.289 -0.862  C4 1.079
13 H 0.363 2.008 2.069  N5 1.006
14 H 0.666 3.368 1.090  N5 1.003
15 H -0.900 -1.086 1.169  N6 1.023
16 H 0.703 -1.225 0.817  N6 1.034
17 H 0.240 -0.103 1.918  N6 1.019
18 H 3.251 -1.014 0.912  O20 0.968
19 H 3.045 -2.355 0.195  O20 0.964
20 O 2.708 -1.815 0.920  H18 0.968, H19 0.964

The value obtained for the LUMO energy is -3.27 eV. The net charge is +1. For the HOMO energy, the calculation gives -12.62 eV. The value obtained for the gap between HOMO and LUMO is 9.3471 eV. The value obtained for the calculated total energy is -9380.0567 eV. As for the energy relative to the best compared isomer or geometry (same formula, charge and spin): 147.3 kJ/mol.

(3)
Molecular formula: C4H13N2O
Method: DFT, ωB97M-V/def2-TZVPD

Each atom is followed by the atoms it is bonded to, with distances in Å.
CARTESIAN COORDINATES (ANGSTROEM)
1 O 0.025 -4.177 1.081  C2 1.196
2 C 0.304 -3.015 1.147  O1 1.196, C3 1.496, H4 1.113
3 C 1.507 -2.446 0.465  C2 1.496, H5 1.088, H6 1.096, H7 1.095
4 H -0.321 -2.305 1.734  C2 1.113
5 H 2.333 -3.149 0.544  C3 1.088
6 H 1.866 -1.507 0.902  C3 1.096
7 H 1.347 -2.269 -0.604  C3 1.095
8 N -0.044 0.385 -0.452  C9 1.507, H12 1.020, H13 1.022, H14 1.022
9 C -0.722 1.618 -0.993  N8 1.507, C10 1.512, H15 1.091, H16 1.088
10 C -0.393 2.805 -0.116  C9 1.512, N11 1.467, H17 1.092, H18 1.099
11 N -0.895 3.997 -0.809  C10 1.467, H19 1.020, H20 1.023
12 H 0.974 0.432 -0.486  N8 1.020
13 H -0.315 0.254 0.525  N8 1.022
14 H -0.282 -0.484 -0.934  N8 1.022
15 H -0.360 1.778 -2.009  C9 1.091
16 H -1.787 1.416 -1.084  C9 1.088
17 H -0.914 2.716 0.839  C10 1.092
18 H 0.685 2.844 0.091  C10 1.099
19 H -0.545 4.830 -0.334  N11 1.020
20 H -0.459 4.032 -1.734  N11 1.023

The value obtained for the LUMO energy is -3.94 eV. The net charge is +1. For the HOMO energy, the calculation gives -13.41 eV. The value obtained for the gap between HOMO and LUMO is 9.4769 eV. The value obtained for the calculated total energy is -9378.9653 eV. As for the energy relative to the best compared isomer or geometry (same formula, charge and spin): 252.6 kJ/mol.

(4)
Molecular formula: C4H13N2O2
Method: DFT, ωB97M-V/def2-TZVPD

Each atom is followed by the atoms it is bonded to, with distances in Å.
CARTESIAN COORDINATES (ANGSTROEM)
1 C 0.377 -2.193 -0.760  C2 1.554, H8 1.113, H9 1.080, H10 1.101
2 C 0.651 -0.667 -0.676  C1 1.554, C3 1.503, N7 1.436, H11 1.144
3 C 1.998 -0.120 -0.297  C2 1.503, C4 1.541, H12 1.089, H13 1.188
4 C 1.751 1.140 0.554  C3 1.541, N5 1.432, O6 1.321, H18 1.165
5 N 2.872 1.662 1.277  C4 1.432, H14 1.031, H15 1.028
6 O 0.975 1.961 -0.132  C4 1.321
7 N -0.392 -0.182 0.184  C2 1.436, H16 1.018, H17 1.040
8 H -0.710 -2.423 -0.831  C1 1.113
9 H 0.867 -2.728 0.040  C1 1.080
10 H 0.735 -2.705 -1.666  C1 1.101
11 H 0.416 -0.274 -1.724  C2 1.144
12 H 2.571 -0.909 0.188  C3 1.089
13 H 2.513 0.194 -1.320  C3 1.188
14 H 3.436 2.173 0.582  N5 1.031
15 H 2.531 2.352 1.958  N5 1.028
16 H -1.330 -0.561 0.068  N7 1.018
17 H -0.355 0.855 0.108  N7 1.040
18 H 1.196 0.620 1.437  C4 1.165
19 H -6.308 1.396 0.095  O21 0.943
20 H -7.197 -0.105 0.650  O21 0.944
21 O -6.598 0.515 0.264  H19 0.943, H20 0.944

The value obtained for the LUMO energy is -9.12 eV. The net charge is +1. For the HOMO energy, the calculation gives -13.37 eV. The value obtained for the gap between HOMO and LUMO is 4.2552 eV. The value obtained for the calculated total energy is -11420.4740 eV. As for the energy relative to the best compared isomer or geometry (same formula, charge and spin): 868.4 kJ/mol.

(5)
Molecular formula: C4H13N2S
Method: DFT, ωB97M-V/def2-TZVPD

Each atom is followed by the atoms it is bonded to, with distances in Å.
CARTESIAN COORDINATES (ANGSTROEM)
1 C -0.471 -2.691 0.988  N2 1.454, H8 1.094, H9 1.070, H10 1.087
2 N 0.062 -1.546 0.268  C1 1.454, C3 1.440, H11 1.009
3 C -0.586 -0.285 0.521  N2 1.440, C4 1.522, H12 1.106, H13 1.090
4 C -0.189 0.723 -0.548  C3 1.522, N5 1.530, C6 1.522, H14 1.088
5 N -1.043 1.967 -0.292  C4 1.530, H15 1.012, H16 1.015, H17 1.022
6 C 1.277 1.128 -0.501  C4 1.522, S7 1.803, H18 1.093, H19 1.043
7 S 1.987 1.736 -2.043  C6 1.803, H20 1.337
8 H -0.343 -2.636 2.073  C1 1.094
9 H -0.021 -3.569 0.573  C1 1.070
10 H -1.539 -2.825 0.841  C1 1.087
11 H 1.069 -1.553 0.333  N2 1.009
12 H -0.429 0.100 1.546  C3 1.106
13 H -1.645 -0.525 0.419  C3 1.090
14 H -0.524 0.316 -1.500  C4 1.088
15 H -0.724 2.825 -0.725  N5 1.012
16 H -1.057 2.124 0.710  N5 1.015
17 H -2.005 1.778 -0.579  N5 1.022
18 H 1.407 1.828 0.328  C6 1.093
19 H 1.816 0.276 -0.230  C6 1.043
20 H 2.958 0.827 -2.180  S7 1.337

The value obtained for the LUMO energy is -3.62 eV. The net charge is +1. Its SMILES is CNC[C@@H]([NH3+])CS. For the HOMO energy, the calculation gives -12.76 eV. The value obtained for the gap between HOMO and LUMO is 9.1433 eV. The value obtained for the calculated total energy is -18167.1802 eV. As for the energy relative to the best compared isomer or geometry (same formula, charge and spin): 126.7 kJ/mol.

(6)
Molecular formula: C4H13N3
Method: DFT, ωB97M-V/def2-TZVPD

Each atom is followed by the atoms it is bonded to, with distances in Å.
CARTESIAN COORDINATES (ANGSTROEM)
1 C -1.899 -1.896 0.732  C4 1.501, H8 1.053, H9 1.002, H10 1.004
2 C 0.550 -0.026 -1.345  N6 1.394, H11 0.997, H12 1.129, H13 1.128
3 C 1.722 1.972 -1.092  N6 1.449, H14 1.037, H15 1.147, H16 1.166
4 C -0.932 -1.010 1.462  C1 1.501, N7 1.404, H17 1.037, H18 1.048
5 N 0.238 0.891 1.032  N7 1.333, H19 1.023, H20 0.982
6 N 1.509 0.634 -0.579  C2 1.394, C3 1.449
7 N -0.907 0.241 0.823  C4 1.404, N5 1.333
8 H -2.686 -1.348 0.296  C1 1.053
9 H -1.542 -2.394 -0.060  C1 1.002
10 H -2.433 -2.569 1.252  C1 1.004
11 H 0.978 -0.745 -1.886  C2 0.997
12 H -0.335 -0.429 -0.772  C2 1.129
13 H 0.108 0.629 -2.150  C2 1.128
14 H 2.396 1.810 -1.864  C3 1.037
15 H 0.854 2.671 -1.360  C3 1.147
16 H 2.342 2.455 -0.231  C3 1.166
17 H -1.249 -0.820 2.431  C4 1.037
18 H -0.039 -1.556 1.418  C4 1.048
19 H 0.276 1.906 0.905  N5 1.023
20 H 0.839 0.563 1.735  N5 0.982

The value obtained for the LUMO energy (spin up / spin down) is 1.00 / 0.88 eV. The net charge is 0. For the HOMO energy (spin up / spin down), the calculation gives -7.43 / -7.62 eV. The value obtained for the gap between HOMO and LUMO (spin up / spin down) is 8.4358 / 8.5081 eV. The value obtained for the calculated total energy is -8823.5425 eV. As for the energy relative to the best compared isomer or geometry (same formula, charge and spin): 566.4 kJ/mol.